# 1
A cluster of 11 separate species, C35H96F3N12O13S in total at a distorted geometry, computed with ωB97M-V/def2-TZVPD.

Computed properties:
Net charge: -1
Energy above the lowest of the compared OMol25 structures with the same formula, charge and spin in kcal/mol: 4.2
LUMO level in eV: 1.859
DFT total energy in eV: -101339.903
HOMO in eV: -6.71
Frontier orbital gap in eV: 8.566

CARTESIAN COORDINATES (ANGSTROEM)
C (0.910, 0.126, 0.049)
F (2.108, 0.736, 0.059)
F (0.265, 0.601, -1.001)
F (1.142, -1.179, -0.100)
S (0.013, 0.414, 1.649)
O (0.944, -0.014, 2.675)
O (-0.256, 1.839, 1.722)
O (-1.180, -0.395, 1.560)
C (2.737, 1.041, 5.619)
O (3.517, 1.280, 6.518)
N (1.552, 1.715, 5.464)
N (2.933, 0.098, 4.646)
H (1.335, 2.455, 6.103)
H (0.848, 1.489, 4.780)
H (3.632, -0.614, 4.706)
H (2.321, 0.093, 3.838)
C (-3.097, 2.726, -0.565)
O (-4.187, 2.897, -1.085)
N (-1.922, 2.598, -1.247)
N (-2.926, 2.702, 0.799)
H (-1.918, 2.520, -2.256)
H (-1.039, 2.671, -0.777)
H (-2.032, 2.534, 1.252)
H (-3.746, 2.702, 1.375)
C (-3.830, -0.956, 5.750)
C (-3.403, -1.403, 4.379)
C (-4.152, -0.784, 3.197)
O (-5.559, -0.832, 3.306)
C (-6.087, -2.099, 3.016)
N (-1.934, -1.421, 4.221)
H (-3.400, 0.034, 5.945)
H (-3.387, -1.618, 6.497)
H (-4.905, -0.930, 5.901)
H (-3.612, -2.482, 4.278)
H (-3.844, -1.305, 2.278)
H (-3.846, 0.259, 3.058)
H (-5.547, -2.933, 3.470)
H (-6.125, -2.270, 1.929)
H (-7.121, -2.129, 3.364)
H (-1.734, -1.400, 3.223)
H (-1.589, -0.525, 4.565)
C (2.468, 3.556, 0.838)
C (3.937, 3.255, 0.919)
C (4.816, 4.074, -0.020)
O (6.175, 3.720, 0.104)
C (6.487, 2.485, -0.541)
N (4.364, 3.472, 2.332)
H (2.037, 3.423, -0.170)
H (2.189, 4.584, 1.061)
H (1.920, 2.787, 1.372)
H (4.169, 2.199, 0.726)
H (4.716, 5.115, 0.296)
H (4.492, 3.910, -1.055)
H (7.572, 2.420, -0.571)
H (6.198, 2.635, -1.592)
H (5.961, 1.665, -0.062)
H (5.361, 3.287, 2.410)
H (3.933, 2.730, 2.878)
C (0.173, -3.722, -3.925)
C (-0.104, -2.440, -4.722)
C (-1.211, -2.646, -5.733)
O (-0.970, -3.742, -6.605)
C (0.159, -3.587, -7.457)
N (-0.528, -1.332, -3.849)
H (-0.752, -4.195, -3.581)
H (0.724, -3.467, -3.015)
H (0.757, -4.447, -4.495)
H (0.848, -2.185, -5.193)
H (-1.359, -1.738, -6.335)
H (-2.178, -2.857, -5.274)
H (0.602, -2.595, -7.371)
H (-0.201, -3.738, -8.476)
H (0.894, -4.358, -7.214)
H (-1.277, -1.702, -3.269)
H (0.219, -1.059, -3.223)
C (5.963, -3.224, -2.741)
C (6.691, -1.947, -2.413)
C (5.701, -0.865, -2.006)
O (5.049, -0.405, -3.172)
C (3.714, -0.024, -3.048)
N (7.600, -2.203, -1.255)
H (5.175, -3.069, -3.480)
H (5.476, -3.570, -1.823)
H (6.606, -4.025, -3.101)
H (7.345, -1.504, -3.166)
H (6.125, -0.030, -1.440)
H (4.932, -1.268, -1.323)
H (3.517, 0.737, -2.290)
H (3.045, -0.893, -2.890)
H (3.339, 0.282, -4.029)
H (7.039, -2.501, -0.462)
H (8.049, -1.335, -0.983)
C (0.947, 2.115, -4.149)
C (-0.258, 2.880, -4.695)
C (-0.135, 2.955, -6.207)
O (-1.380, 3.349, -6.758)
C (-1.327, 3.440, -8.153)
N (-1.487, 2.196, -4.251)
H (1.687, 1.904, -4.933)
H (0.626, 1.145, -3.783)
H (1.565, 2.615, -3.402)
H (-0.298, 3.898, -4.302)
H (0.172, 1.994, -6.639)
H (0.608, 3.722, -6.470)
H (-2.346, 3.489, -8.544)
H (-0.900, 2.532, -8.604)
H (-0.781, 4.317, -8.518)
H (-2.240, 2.443, -4.893)
H (-1.378, 1.201, -4.467)
C (2.080, -2.966, 3.470)
C (0.988, -3.833, 2.881)
C (1.224, -4.185, 1.429)
O (0.020, -4.611, 0.827)
C (0.249, -5.254, -0.394)
N (0.810, -5.027, 3.719)
H (2.597, -2.307, 2.772)
H (2.863, -3.547, 3.973)
H (1.649, -2.364, 4.269)
H (0.010, -3.351, 2.956)
H (2.023, -4.936, 1.329)
H (1.596, -3.301, 0.885)
H (-0.718, -5.494, -0.838)
H (0.691, -6.260, -0.266)
H (0.927, -4.671, -1.023)
H (1.649, -5.560, 3.920)
H (0.192, -5.679, 3.245)
C (-3.452, -3.661, -0.152)
C (-3.240, -2.520, -1.146)
C (-4.386, -1.529, -1.038)
O (-5.619, -2.082, -1.464)
C (-5.827, -1.959, -2.839)
N (-2.034, -1.731, -0.796)
H (-3.228, -3.333, 0.863)
H (-2.793, -4.504, -0.369)
H (-4.495, -3.990, -0.190)
H (-3.137, -2.829, -2.189)
H (-4.183, -0.614, -1.613)
H (-4.505, -1.160, -0.015)
H (-6.837, -2.302, -3.070)
H (-5.156, -2.627, -3.400)
H (-5.735, -0.931, -3.204)
H (-2.221, -1.217, 0.060)
H (-1.282, -2.369, -0.544)
C (-2.818, 2.758, 4.948)
C (-2.410, 4.183, 4.590)
C (-2.272, 5.093, 5.792)
O (-3.569, 5.409, 6.273)
C (-3.565, 6.545, 7.122)
N (-1.140, 4.220, 3.856)
H (-2.057, 2.066, 5.301)
H (-3.287, 2.281, 4.079)
H (-3.663, 2.807, 5.651)
H (-3.155, 4.629, 3.929)
H (-1.711, 5.983, 5.490)
H (-1.748, 4.558, 6.600)
H (-4.601, 6.701, 7.410)
H (-3.271, 7.416, 6.515)
H (-2.875, 6.475, 7.966)
H (-0.353, 3.890, 4.408)
H (-1.137, 3.587, 3.062)

Atom charges from the Löwdin analysis, given in e for atoms 1 to 8: -0.66 0.10 0.13 0.12 0.50 -0.32 -0.33 -0.32

---

# 2
A structure of composition C35H96N13NiO9P4 at a distorted geometry, computed with ωB97M-V/def2-TZVPD.

Computed properties:
Net charge: +1
LUMO level (alpha / beta) in eV: -1.585 / -2.325
DFT total energy in eV: -153846.730
2S+1: 3
HOMO (alpha / beta) in eV: -9.33 / -9.33
Frontier orbital gap (alpha / beta) in eV: 7.745 / 7.005

CARTESIAN COORDINATES (ANGSTROEM)
Ni (13.980, 16.343, 15.106)
O (16.126, 13.969, 12.861)
C (15.409, 14.760, 13.689)
O (14.813, 14.462, 14.722)
O (15.248, 15.974, 13.497)
H (15.938, 13.091, 13.200)
O (12.229, 15.561, 14.203)
P (11.179, 14.721, 13.554)
N (9.622, 15.433, 13.192)
C (9.228, 15.797, 11.792)
C (8.659, 15.844, 14.257)
N (10.615, 13.359, 14.385)
C (9.660, 12.459, 13.696)
C (11.385, 12.762, 15.459)
N (11.828, 14.177, 12.056)
C (12.584, 12.897, 11.934)
C (12.046, 15.043, 10.876)
H (8.203, 16.161, 11.731)
H (9.283, 14.904, 11.169)
H (9.918, 16.495, 11.317)
H (9.179, 16.358, 15.065)
H (8.215, 14.975, 14.742)
H (7.830, 16.414, 13.839)
H (9.559, 12.745, 12.649)
H (10.125, 11.474, 13.701)
H (8.674, 12.453, 14.161)
H (12.435, 12.674, 15.180)
H (11.300, 13.427, 16.319)
H (10.941, 11.789, 15.667)
H (12.102, 12.036, 12.397)
H (12.634, 12.703, 10.863)
H (13.580, 13.196, 12.260)
H (12.989, 14.822, 10.376)
H (12.019, 16.069, 11.244)
H (11.301, 14.936, 10.088)
O (19.417, 11.455, 16.597)
P (20.081, 11.019, 15.317)
N (19.760, 12.061, 14.028)
C (20.332, 11.803, 12.706)
C (19.147, 13.401, 14.234)
N (19.744, 9.433, 14.805)
C (18.651, 9.091, 13.922)
C (20.222, 8.335, 15.628)
N (21.809, 11.225, 15.499)
C (22.903, 10.694, 14.713)
C (22.304, 11.926, 16.702)
H (19.797, 12.162, 11.827)
H (20.525, 10.733, 12.634)
H (21.306, 12.287, 12.625)
H (19.805, 13.982, 14.879)
H (18.211, 13.356, 14.791)
H (18.985, 13.925, 13.292)
H (18.595, 8.018, 13.737)
H (17.689, 9.281, 14.398)
H (18.724, 9.569, 12.946)
H (19.693, 7.410, 15.398)
H (21.311, 8.303, 15.643)
H (19.895, 8.577, 16.640)
H (22.459, 10.202, 13.848)
H (23.490, 11.565, 14.422)
H (23.405, 9.938, 15.316)
H (23.374, 12.137, 16.680)
H (22.193, 11.266, 17.562)
H (21.754, 12.855, 16.847)
O (15.491, 17.308, 16.022)
P (16.617, 17.370, 16.967)
N (16.980, 15.880, 17.805)
C (16.365, 15.487, 19.096)
C (17.489, 14.754, 17.043)
N (16.384, 18.457, 18.227)
C (17.431, 18.899, 19.159)
C (15.039, 18.713, 18.699)
N (18.109, 17.819, 16.223)
C (18.254, 18.529, 14.977)
C (19.410, 17.646, 16.905)
H (15.443, 14.949, 18.872)
H (16.230, 16.318, 19.787)
H (17.027, 14.731, 19.519)
H (17.691, 15.059, 16.016)
H (16.756, 13.948, 17.087)
H (18.400, 14.313, 17.448)
H (17.898, 18.029, 19.621)
H (18.178, 19.447, 18.585)
H (16.971, 19.617, 19.838)
H (14.368, 18.653, 17.842)
H (14.786, 17.971, 19.456)
H (14.960, 19.734, 19.074)
H (17.422, 18.416, 14.283)
H (18.191, 19.606, 15.135)
H (19.160, 18.227, 14.453)
H (19.630, 16.580, 16.963)
H (19.428, 17.879, 17.969)
H (20.208, 18.164, 16.373)
O (13.385, 18.208, 14.510)
P (13.174, 19.526, 13.837)
N (11.515, 20.032, 13.941)
C (10.949, 21.266, 13.265)
C (10.483, 18.962, 14.000)
N (13.527, 19.589, 12.174)
C (13.534, 20.829, 11.345)
C (13.608, 18.336, 11.428)
N (13.901, 20.857, 14.609)
C (15.371, 21.098, 14.410)
C (13.430, 21.312, 15.904)
H (11.703, 21.864, 12.754)
H (10.413, 21.864, 14.003)
H (10.237, 20.993, 12.486)
H (10.924, 18.079, 14.462)
H (10.034, 18.791, 13.022)
H (9.600, 19.218, 14.586)
H (12.508, 20.951, 10.997)
H (13.823, 21.710, 11.918)
H (14.063, 20.578, 10.425)
H (14.450, 17.722, 11.748)
H (12.798, 17.676, 11.737)
H (13.712, 18.403, 10.345)
H (15.525, 21.092, 13.330)
H (15.723, 22.097, 14.667)
H (16.043, 20.313, 14.757)
H (13.927, 22.230, 16.217)
H (13.709, 20.670, 16.740)
H (12.360, 21.507, 15.838)
C (16.116, 11.838, 8.431)
C (17.053, 12.652, 9.274)
C (18.420, 12.723, 8.560)
C (18.417, 13.653, 7.400)
C (17.912, 15.089, 7.724)
C (16.619, 15.161, 8.586)
N (16.520, 14.050, 9.518)
O (15.457, 14.120, 10.361)
C (16.664, 16.512, 9.335)
C (15.468, 15.212, 7.546)
C (17.309, 12.037, 10.629)
H (15.069, 12.125, 8.536)
H (16.166, 10.778, 8.680)
H (16.428, 11.989, 7.398)
H (19.162, 13.214, 9.189)
H (18.865, 11.747, 8.365)
H (17.784, 13.243, 6.613)
H (19.392, 13.603, 6.916)
H (17.869, 15.643, 6.786)
H (18.698, 15.531, 8.336)
H (17.335, 16.443, 10.191)
H (17.107, 17.327, 8.765)
H (15.714, 16.948, 9.648)
H (14.506, 15.353, 8.040)
H (15.680, 16.029, 6.857)
H (15.325, 14.202, 7.162)
H (16.391, 11.818, 11.175)
H (17.700, 12.754, 11.351)
H (17.954, 11.158, 10.625)
H (15.879, 14.399, 11.177)
C (15.742, 10.981, 15.762)
O (15.376, 11.091, 14.374)
H (16.831, 10.919, 15.759)
H (15.586, 12.030, 16.014)
H (15.147, 10.196, 16.229)
H (15.239, 10.224, 13.986)

Atom charges from the Löwdin analysis, given in e for atoms 1 to 8: 0.79 0.10 -0.75 -0.02 -0.01 0.10 -0.30 0.67